[1]
{
  "formula": "C4H15N2O2",
  "method": "ωB97M-V with the def2-TZVPD basis set",
  "elements": ["C", "C", "C", "N", "C", "N", "H", "H", "H", "H", "H", "H", "H", "H", "H", "H", "H", "H", "H", "O", "H", "H", "O"],
  "coordinates": [[1.6565, -0.5233, -2.3060], [1.0295, 0.2965, -1.1774], [0.2533, -0.6190, -0.2116], [-1.4958, 0.5268, 1.8262], [-1.8913, 0.3756, 0.5722], [-1.2065, -0.3484, -0.2769], [0.9946, -1.3001, -2.6903], [2.2357, 0.0479, -3.0280], [2.4998, -1.0917, -1.8703], [0.3415, 1.0279, -1.6073], [1.8376, 0.7464, -0.5992], [0.6974, -0.6719, 0.7791], [0.4556, -1.6646, -0.4764], [-1.9562, 1.0171, 2.5810], [-0.5092, 0.4247, 1.9532], [-2.7742, 0.9399, 0.3137], [-1.5013, -0.4473, -1.2402], [2.6237, -3.3601, 0.1044], [1.3587, -3.4910, 1.0504], [1.8216, -2.9011, 0.4236], [-1.2049, 3.5296, 0.2723], [-0.0962, 3.7743, 1.3110], [-0.7529, 3.1327, 1.0528]],
  "forces_ev_per_angstrom": [[1.49, -0.77, 1.02], [0.02, -0.49, -0.17], [0.33, -1.05, -0.21], [0.52, -0.25, -0.39], [0.11, 0.29, 1.15], [0.80, 0.44, -0.26], [-0.09, 0.43, -0.52], [-0.82, 0.29, -0.47], [-0.45, -0.11, 0.16], [0.25, 0.32, 0.30], [-0.25, 0.53, -0.24], [-0.53, 0.69, 0.37], [-0.65, 0.31, -0.35], [-0.35, 0.26, -0.74], [0.41, -0.40, 0.50], [-0.52, -0.71, -0.43], [-0.58, 0.34, 0.24], [-0.70, 0.12, 0.45], [0.65, 0.18, -0.52], [0.31, -0.62, 0.21], [0.58, -0.25, 0.89], [0.32, 0.41, 0.10], [-0.85, 0.02, -1.08]],
  "homo_lumo_gap_ev": 11.23,
  "total_charge": 1,
  "e_tot_ev": -11460.04207,
  "spin_multiplicity": 1,
  "e_above_lowest_kj_mol": 117.3
}


[2]
{
  "formula": "H3N3O2S",
  "method": "ωB97M-V with the def2-TZVPD basis set",
  "elements": ["N", "N", "N", "O", "O", "S", "H", "H", "H"],
  "coordinates": [[2.2866, 0.5228, -0.3268], [-1.5130, 0.8256, -0.3585], [-0.6212, -0.1253, 0.1290], [2.1766, 1.0718, 0.7156], [1.1558, -1.6378, 0.4264], [0.6753, -0.5003, -0.6505], [-2.1795, 1.2091, 0.3325], [-2.2872, 0.5436, -1.0208], [0.3067, -1.9094, 0.7529]],
  "forces_ev_per_angstrom": [[0.08, 0.72, 1.69], [-2.61, 1.29, -1.36], [-0.40, 0.11, 0.88], [0.33, -0.29, -0.96], [1.10, 0.78, -1.25], [-0.87, -0.87, -0.58], [1.61, -0.45, 0.65], [1.83, -0.77, 0.13], [-1.07, -0.51, 0.81]],
  "homo_lumo_gap_ev": [7.24, 7.21],
  "total_charge": 0,
  "e_tot_ev": -19443.10959,
  "spin_multiplicity": 1,
  "e_above_lowest_kj_mol": 292.0
}


[3]
{
  "formula": "C31H42InN3P",
  "method": "ωB97M-V with the def2-TZVPD basis set",
  "elements": ["In", "N", "N", "C", "C", "C", "C", "H", "H", "H", "C", "C", "H", "H", "H", "C", "C", "H", "H", "H", "C", "H", "H", "H", "C", "H", "H", "H", "C", "H", "C", "H", "C", "H", "C", "H", "C", "C", "H", "C", "C", "H", "C", "H", "N", "C", "C", "C", "H", "C", "C", "H", "H", "H", "C", "H", "C", "C", "H", "H", "H", "C", "H", "H", "H", "C", "P", "C", "C", "H", "H", "H", "H", "H", "H", "H", "H", "H"],
  "coordinates": [[0.3826, -0.2288, -0.6478], [2.7600, 1.5738, 2.8112], [-0.8964, 1.8232, 0.9031], [-0.2248, -2.8403, 0.3437], [-0.3595, -2.3883, 1.6971], [0.9508, -2.1995, 2.2273], [1.3088, -1.6745, 3.5633], [0.4623, -1.7616, 4.2565], [1.6231, -0.6198, 3.5142], [2.1473, -2.2480, 3.9868], [1.8984, -2.5494, 1.2218], [3.3726, -2.5030, 1.3599], [3.7912, -3.5174, 1.4619], [3.6741, -1.9357, 2.2501], [3.8480, -2.0417, 0.4825], [1.1856, -2.9702, 0.0635], [1.8000, -3.4758, -1.1909], [2.6939, -2.9029, -1.4811], [1.0961, -3.4539, -2.0321], [2.1211, -4.5212, -1.0571], [-1.6430, -2.2318, 2.4220], [-2.0277, -3.2161, 2.7423], [-2.4236, -1.7718, 1.7973], [-1.5211, -1.6193, 3.3250], [-1.3464, -3.2256, -0.5562], [-1.0639, -3.1731, -1.6177], [-2.2332, -2.5866, -0.4192], [-1.6554, -4.2643, -0.3474], [3.5853, 2.5344, 3.1973], [4.2976, 2.2825, 4.0012], [3.5516, 3.8290, 2.5985], [4.2307, 4.5478, 3.0394], [2.7824, 4.0882, 1.4854], [2.7907, 5.0879, 1.0339], [2.0573, 2.9670, 0.8161], [1.1289, 3.2941, 0.3219], [1.8030, 1.8207, 1.8961], [0.6736, 1.0123, 1.9499], [0.1747, 0.7390, 2.8994], [-1.2063, 1.1823, -0.2201], [-2.0031, 2.4444, 1.3706], [-1.8863, 2.9776, 2.2611], [-3.0610, 2.2707, 0.5082], [-4.0994, 2.6184, 0.5308], [-2.5509, 1.4346, -0.4943], [-3.2768, 0.5604, -1.3433], [-4.3119, -0.2246, -0.8037], [-4.9283, -1.1617, -1.6475], [-5.7814, -1.7269, -1.2643], [-4.4836, -1.3503, -2.9584], [-5.1893, -2.2965, -3.8764], [-4.4577, -2.8579, -4.4660], [-5.8475, -1.7776, -4.5861], [-5.8054, -2.9938, -3.3031], [-3.3713, -0.6390, -3.4224], [-2.9932, -0.7958, -4.4334], [-2.7511, 0.3288, -2.6273], [-1.5976, 1.1097, -3.1921], [-1.4188, 2.0589, -2.6743], [-1.8278, 1.3389, -4.2441], [-0.6495, 0.5419, -3.2280], [-4.7354, -0.1137, 0.6271], [-5.0571, 0.9042, 0.8811], [-3.9714, -0.4402, 1.3535], [-5.5997, -0.7691, 0.7792], [3.9479, 0.8602, 0.0108], [3.1413, 2.3556, -0.5707], [4.4103, 3.5367, -1.0225], [2.1750, 2.0398, -2.0619], [4.7854, 1.1262, 0.6703], [3.2818, 0.1823, 0.5618], [4.3357, 0.3417, -0.8745], [4.5618, 4.2967, -0.2477], [5.3519, 2.9959, -1.1852], [4.1145, 4.0239, -1.9599], [2.5494, 2.6854, -2.8665], [2.3055, 0.9918, -2.3748], [1.1045, 2.2608, -1.9252]],
  "forces_ev_per_angstrom": [[1.54, -2.02, 0.35], [-1.63, -0.03, 0.43], [0.39, -0.51, 0.00], [1.11, 0.72, 0.22], [1.52, 0.25, -0.45], [-0.60, -0.64, -1.26], [0.16, 0.12, 0.47], [0.17, 0.09, 0.01], [0.04, -0.31, 0.22], [-0.16, 0.16, 0.08], [-1.56, -0.10, -0.36], [0.48, -0.15, 0.12], [0.13, 0.16, -0.04], [-0.01, -0.03, -0.20], [0.06, -0.09, 0.12], [-0.58, 0.45, 1.10], [0.13, -0.31, -0.11], [-0.15, -0.01, 0.01], [0.12, 0.04, 0.07], [0.03, 0.08, -0.20], [-0.37, -0.10, 0.28], [-0.11, 0.21, 0.02], [0.15, -0.06, 0.15], [-0.11, -0.06, -0.17], [-0.30, -0.43, -0.10], [-0.07, -0.01, 0.19], [0.14, -0.13, -0.04], [-0.17, 0.11, -0.22], [1.20, 1.17, -0.58], [-0.34, 0.26, -0.45], [0.73, -1.42, 0.61], [-0.20, 0.40, -0.10], [-0.30, 0.55, 0.44], [-0.25, -0.38, 0.16], [-0.23, -0.38, 1.03], [0.14, -0.23, 0.17], [1.34, 1.93, 0.07], [-1.60, -0.87, -2.31], [0.37, 0.25, -0.61], [-1.86, 0.64, 0.66], [-0.81, 0.36, -0.90], [-0.39, 0.93, 1.14], [0.54, -0.25, 0.22], [0.77, -0.15, -0.04], [0.69, 0.46, 1.03], [0.45, -0.56, -0.19], [0.17, -0.09, -0.79], [0.30, 0.58, -0.05], [0.29, 0.04, -0.14], [0.25, 0.28, 0.10], [-0.11, -0.30, -0.20], [-0.17, -0.06, 0.06], [0.12, 0.00, 0.16], [0.07, -0.03, -0.14], [-0.28, 0.24, 0.50], [-0.13, -0.07, 0.19], [-0.56, -0.11, 0.07], [0.13, 0.31, -0.73], [-0.08, -0.31, -0.05], [0.04, 0.02, 0.21], [-0.37, 0.08, 0.33], [-0.63, -0.13, 0.46], [0.11, -0.47, 0.07], [-0.09, 0.33, -0.43], [0.09, 0.05, 0.02], [0.56, -0.37, -0.31], [-0.77, -0.85, 0.67], [0.48, 0.24, -0.46], [0.34, -0.03, -1.02], [-0.25, 0.07, -0.10], [-0.05, 0.40, -0.23], [0.02, -0.07, 0.17], [-0.16, -0.30, 0.03], [-0.19, 0.17, 0.00], [0.15, -0.04, 0.24], [-0.06, 0.01, 0.05], [-0.25, 0.47, 0.15], [0.42, -0.18, 0.13]],
  "homo_lumo_gap_ev": [4.12, 4.10],
  "total_charge": -1,
  "e_tot_ev": -51755.34762,
  "spin_multiplicity": 1,
  "e_above_lowest_kj_mol": 199.6
}


[4]
{
  "formula": "C25H30BF3N",
  "method": "ωB97M-V with the def2-TZVPD basis set",
  "elements": ["F", "C", "F", "F", "C", "C", "C", "C", "C", "C", "C", "C", "C", "C", "C", "C", "C", "H", "H", "H", "H", "H", "H", "H", "H", "H", "H", "C", "C", "N", "C", "C", "C", "C", "C", "C", "C", "C", "C", "B", "H", "H", "H", "H", "H", "H", "H", "H", "H", "H", "H", "H", "H", "H", "H", "H", "H", "H", "H", "H"],
  "coordinates": [[-6.3054, 2.6843, -0.2805], [-5.1765, 3.2610, 0.2182], [-5.4088, 4.6012, 0.2734], [-5.0133, 2.8019, 1.5045], [-3.9362, 2.9371, -0.5457], [-3.0175, 3.9488, -0.8169], [-1.8384, 3.6142, -1.4742], [-1.5245, 2.3090, -1.8535], [-0.1272, 2.0727, -2.4403], [0.2132, 0.7695, -3.1746], [1.5646, 0.3863, -3.2386], [1.9593, -0.7527, -3.9443], [1.0120, -1.5592, -4.5817], [-0.3289, -1.1709, -4.5702], [-0.7098, 0.0222, -3.9250], [-2.4798, 1.3240, -1.5834], [-3.6679, 1.6188, -0.8956], [-3.2226, 4.9784, -0.5602], [-1.1046, 4.3831, -1.6914], [0.1570, 2.9431, -3.0831], [2.3183, 0.9856, -2.7196], [3.0145, -1.0261, -3.9854], [1.3079, -2.4600, -5.1257], [-1.0821, -1.7575, -5.1054], [-1.7328, 0.3912, -4.0319], [-2.2693, 0.2964, -1.8885], [-4.3764, 0.8141, -0.6731], [-0.2310, 0.8505, 2.9087], [-0.3374, -0.1178, 1.7401], [0.9128, -0.9658, 1.4907], [1.5945, -1.4683, 2.6996], [1.1033, -2.4027, 3.6094], [1.9389, -2.8701, 4.6492], [3.2413, -2.3632, 4.7708], [3.7029, -1.3812, 3.8701], [2.8770, -0.9734, 2.8339], [0.6346, -2.0779, 0.5026], [1.8972, -2.8039, 0.0470], [-0.1108, -1.5306, -0.6804], [2.2931, -0.0058, 1.1877], [0.5790, 2.2220, -1.6247], [-1.2243, 1.2842, 3.1002], [0.1155, 0.3977, 3.8463], [0.4521, 1.6591, 2.6375], [-1.1627, -0.8216, 1.9099], [-0.5843, 0.4457, 0.8169], [0.0858, -2.7728, 3.5219], [1.5698, -3.6283, 5.3572], [3.8946, -2.7243, 5.5708], [4.6997, -0.9254, 3.9444], [3.3686, -0.2094, 2.1193], [-0.0025, -2.7674, 1.0757], [1.5625, -3.6799, -0.5258], [2.5286, -2.1928, -0.6201], [2.4968, -3.1792, 0.8863], [-0.2733, -2.3167, -1.4187], [-1.1001, -1.1722, -0.4092], [0.4287, -0.7173, -1.1765], [1.9735, 1.1196, 1.3535], [2.8505, -0.3273, 0.1985]],
  "forces_ev_per_angstrom": [[0.94, 0.32, 0.43], [-0.60, 0.22, 0.54], [0.10, -1.04, 0.15], [-0.51, 0.44, -0.72], [0.12, 0.05, -0.12], [0.22, -0.52, -0.50], [0.16, 0.20, 0.11], [-0.13, -0.01, -0.02], [-0.11, 0.31, -0.55], [0.13, 0.30, -0.56], [-0.19, -0.28, 0.10], [-0.06, -0.05, 0.15], [-0.24, 0.13, 0.01], [0.03, 0.56, 0.07], [0.13, -0.12, 0.12], [0.16, -0.34, 0.26], [0.41, -0.11, -0.52], [-0.03, -0.06, 0.06], [-0.12, 0.12, 0.05], [-0.54, -0.64, 0.12], [-0.21, -0.15, -0.16], [-0.27, 0.11, 0.01], [-0.02, 0.32, 0.25], [0.31, 0.25, 0.19], [0.27, -0.27, 0.14], [-0.20, 0.29, 0.18], [0.21, 0.40, -0.09], [0.13, 0.17, -0.02], [-0.26, -0.13, 0.19], [2.04, 1.49, 0.52], [-0.66, -0.64, 0.29], [0.34, -0.06, 0.28], [-0.03, 0.39, -0.47], [-0.16, 0.31, -0.33], [0.50, -0.04, 0.24], [-0.04, -0.03, 0.26], [0.20, -0.29, 0.06], [0.08, -0.27, 0.00], [-0.49, 0.11, -0.40], [-3.05, -0.23, -1.68], [0.14, -0.35, 0.30], [0.34, -0.14, -0.15], [-0.11, -0.02, -0.28], [-0.19, 0.02, 0.28], [0.21, 0.00, -0.05], [0.43, -0.43, 0.49], [0.14, 0.02, -0.03], [0.20, 0.50, -0.46], [-0.24, 0.23, -0.35], [-0.46, -0.45, 0.15], [0.04, -0.52, 0.74], [0.10, 0.02, -0.22], [0.15, 0.22, 0.14], [-0.37, -0.27, 0.31], [-0.08, 0.12, -0.20], [0.18, -0.01, 0.01], [-0.05, 0.04, -0.05], [0.02, -0.18, 0.11], [0.59, 0.05, 0.35], [0.40, -0.01, 0.29]],
  "homo_lumo_gap_ev": 8.62,
  "total_charge": 1,
  "e_tot_ev": -36723.87958,
  "spin_multiplicity": 1,
  "e_above_lowest_kj_mol": 0.0
}


[5]
{
  "formula": "C5H2OS",
  "method": "ωB97M-V with the def2-TZVPD basis set",
  "elements": ["C", "C", "C", "C", "C", "O", "S", "H", "H"],
  "coordinates": [[-0.0997, 1.5190, -2.8174], [-0.1475, 0.8656, -1.8065], [-0.1890, 0.1173, -0.6472], [-0.2160, -0.5361, 0.3697], [-0.2657, -1.3380, 1.5881], [-0.9258, -2.3300, 1.6926], [0.7107, -0.7462, 2.9597], [-0.0736, 2.1227, -3.6932], [1.2066, 0.3256, 2.3542]],
  "forces_ev_per_angstrom": [[-0.07, -0.21, 0.47], [0.03, 0.14, -0.25], [0.03, -0.21, 0.36], [0.02, 0.20, -0.32], [0.16, 0.45, -0.13], [-0.10, -0.23, 0.03], [-0.20, -0.35, 0.06], [0.02, -0.05, -0.01], [0.10, 0.27, -0.22]],
  "homo_lumo_gap_ev": 9.72,
  "total_charge": 0,
  "smiles": "C#CC#CC(=O)S",
  "e_tot_ev": -18096.13909,
  "spin_multiplicity": 1,
  "e_above_lowest_kj_mol": 83.7
}


[6]
{
  "formula": "C9H14OS3",
  "method": "ωB97M-V with the def2-TZVPD basis set",
  "elements": ["C", "C", "C", "C", "C", "C", "C", "C", "C", "O", "S", "S", "S", "H", "H", "H", "H", "H", "H", "H", "H", "H", "H", "H", "H", "H", "H"],
  "coordinates": [[-1.1538, -1.5938, 0.2409], [-0.2221, -2.7982, -1.6155], [-0.2525, -2.4572, -0.1276], [0.6178, 3.1889, 1.4744], [-0.4604, 3.1151, 0.4257], [0.4258, 2.1622, 2.4560], [0.7132, 0.5912, 0.3751], [0.7269, -3.0754, 0.7527], [2.0365, 0.2199, -2.2533], [0.7408, -3.2541, -2.1894], [-0.2257, 1.7041, -0.7220], [0.7557, 0.5314, 2.0210], [2.1135, -0.1851, -0.4747], [-1.9237, -1.3285, -0.4121], [-1.0727, -2.5711, -2.2567], [1.5897, 3.0703, 1.0261], [0.3764, 4.1415, 2.0255], [-1.3789, 2.7579, 1.0828], [-0.7870, 4.0888, -0.0802], [-0.3235, 2.2470, 3.2037], [-1.3255, -1.3524, 1.3626], [1.7592, -3.3292, 0.4526], [0.7214, -2.4553, 1.6866], [0.2428, -4.0832, 1.1510], [2.9976, 0.0508, -2.6912], [1.6105, 1.1494, -2.5774], [1.3084, -0.4942, -2.5448]],
  "forces_ev_per_angstrom": [[-1.33, 0.09, 3.60], [1.04, 0.12, 0.37], [0.86, -0.98, -2.95], [-0.53, 1.57, 0.32], [-3.95, -0.26, 0.64], [0.67, -2.74, 0.60], [0.91, 0.79, -2.28], [-0.38, -2.15, 3.19], [-1.22, -0.45, 0.81], [0.06, -0.18, 0.50], [0.71, -0.14, 1.41], [-0.26, 1.23, 0.20], [0.25, 0.62, 0.64], [-1.01, 0.76, -1.01], [-0.84, 0.36, 0.28], [0.63, 0.59, -0.15], [1.00, -0.48, -0.68], [1.38, 1.19, -1.66], [0.78, -1.42, 0.26], [-0.53, 0.26, 0.67], [0.48, -0.16, -2.14], [-0.77, 0.50, -0.36], [0.49, -0.49, -0.65], [1.04, 1.69, -0.89], [0.52, -0.26, -0.04], [0.27, 0.86, 0.50], [-0.27, -0.90, -1.18]],
  "homo_lumo_gap_ev": 6.39,
  "total_charge": 0,
  "e_tot_ev": -44108.15333,
  "spin_multiplicity": 1,
  "e_above_lowest_kj_mol": 306.1
}